1.
Molecular formula: C32H50BNO19S
Method: DFT, wB97M-V/def2-TZVPD

```
104
Properties=species:S:1:pos:R:3
C -2.15 0.84 2.87
C -2.13 -0.17 1.60
B -0.75 0.04 0.76
O 0.21 1.00 1.28
C -0.35 -0.70 -0.62
C -0.17 -2.23 -0.83
C 0.27 -2.85 -2.22
C 0.56 -1.95 -3.48
C 0.32 -0.40 -3.25
C -0.11 0.22 -1.90
S 0.65 0.66 -4.75
C 2.16 -0.19 -5.48
C 3.32 0.63 -6.09
C 4.58 -0.08 -6.65
C 4.58 -1.65 -6.59
C 3.39 -2.48 -5.97
C 2.13 -1.76 -5.38
N 0.98 -2.51 -4.79
H -2.98 0.57 3.63
H -1.17 0.80 3.48
H -2.29 1.94 2.58
H -2.33 -1.25 1.92
H -2.99 0.15 0.88
H 0.51 1.55 0.51
H -0.33 -2.94 0.05
H 0.39 -3.98 -2.33
H -0.22 1.35 -1.86
H 3.20 1.77 -6.11
H 5.45 0.53 -7.07
H 5.52 -2.15 -7.02
H 3.44 -3.63 -5.97
H 0.18 -2.32 -5.42
C 0.96 -7.05 3.32
O 2.18 -6.42 2.93
C 2.12 -5.78 1.75
O 1.15 -5.69 1.04
O 3.33 -5.24 1.51
C 3.41 -4.52 0.28
H 1.13 -7.54 4.28
H 0.17 -6.31 3.44
H 0.67 -7.81 2.59
H 2.72 -3.67 0.29
H 3.22 -5.18 -0.56
H 4.43 -4.13 0.19
C -0.25 -1.72 -8.79
O -1.46 -2.17 -8.18
C -2.19 -3.00 -8.95
O -1.91 -3.37 -10.06
O -3.29 -3.34 -8.25
C -4.17 -4.23 -8.95
H 0.25 -1.06 -8.09
H 0.41 -2.56 -9.01
H -0.47 -1.15 -9.70
H -3.66 -5.17 -9.17
H -4.54 -3.76 -9.87
H -5.02 -4.44 -8.30
C 4.03 -5.43 5.28
O 3.62 -5.33 6.65
C 3.41 -4.07 7.07
O 3.54 -3.07 6.41
O 3.03 -4.13 8.36
C 2.78 -2.85 8.95
H 4.16 -6.48 5.05
H 3.26 -5.03 4.62
H 4.98 -4.91 5.13
H 1.96 -2.35 8.43
H 3.68 -2.23 8.94
H 2.48 -3.01 9.98
C -3.64 4.18 5.54
O -4.71 5.05 5.18
C -5.50 4.57 4.19
O -5.37 3.51 3.63
O -6.46 5.47 3.96
C -7.38 5.10 2.93
H -3.07 4.67 6.34
H -4.02 3.23 5.92
H -2.97 4.02 4.69
H -7.91 4.19 3.20
H -6.86 4.97 1.98
H -8.11 5.90 2.82
C -3.97 7.40 3.43
O -3.66 8.78 3.25
C -4.66 9.51 2.72
O -5.75 9.09 2.41
O -4.23 10.78 2.61
C -5.20 11.67 2.06
H -3.10 6.91 3.86
H -4.81 7.28 4.12
H -4.19 6.93 2.47
H -6.08 11.72 2.70
H -5.47 11.37 1.05
H -4.75 12.66 2.02
C 2.91 -0.75 -0.98
O 4.28 -0.69 -0.55
C 4.82 0.54 -0.62
O 4.27 1.54 -1.00
O 6.09 0.45 -0.20
C 6.80 1.69 -0.22
H 2.58 -1.78 -0.88
H 2.28 -0.12 -0.35
H 2.83 -0.46 -2.03
H 6.33 2.42 0.44
H 6.87 2.08 -1.24
H 7.81 1.50 0.14
```

* net charge: 0
* energy: -3156.4790 a.u.
* lowest unoccupied orbital energy: 0.0 eV
* SMILES string: CCB(O)c1ccc2c(c1)Sc1ccccc1N2.COC(=O)OC.COC(=O)OC.COC(=O)OC.COC(=O)OC.COC(=O)OC.COC(=O)OC
* HOMO-LUMO gap: 8.256 eV

=====

2.
Molecular formula: C32H50BrN3SiW
Method: DFT, wB97M-V/def2-TZVPD

```
88
Properties=species:S:1:pos:R:3
W -0.46 -0.19 0.53
C 1.01 0.02 -1.18
C 1.69 -0.77 -0.17
C 0.98 -2.03 -0.10
C -0.12 -1.93 -1.03
C -0.01 -0.75 -1.80
C -0.60 -0.53 -3.18
C -0.74 0.93 -3.61
C 0.48 -1.18 -4.09
C -1.91 -1.30 -3.39
C 1.35 -3.44 0.41
C 2.29 -3.57 1.61
C 0.09 -4.28 0.70
C 2.05 -4.08 -0.81
C 3.02 -0.27 0.42
C 4.15 -1.05 -0.28
C 3.23 1.21 0.07
C 3.12 -0.37 1.94
H 1.36 0.98 -1.52
H -0.83 -2.72 -1.22
H 0.04 1.57 -3.20
H -1.71 1.36 -3.37
H -0.65 0.99 -4.70
H 1.41 -0.62 -4.06
H 0.12 -1.19 -5.12
H 0.68 -2.21 -3.80
H -2.68 -1.00 -2.68
H -1.76 -2.37 -3.30
H -2.29 -1.11 -4.39
H 1.86 -3.17 2.53
H 3.25 -3.11 1.45
H 2.46 -4.63 1.77
H -0.55 -3.83 1.46
H 0.40 -5.25 1.07
H -0.51 -4.46 -0.19
H 2.96 -3.56 -1.08
H 1.39 -4.10 -1.68
H 2.31 -5.12 -0.57
H 4.04 -1.02 -1.36
H 4.21 -2.09 0.03
H 5.11 -0.59 -0.03
H 3.36 1.38 -1.00
H 4.14 1.55 0.56
H 2.41 1.82 0.43
H 2.75 -1.30 2.36
H 2.58 0.45 2.42
H 4.17 -0.27 2.23
C -0.17 -1.92 3.90
C 0.18 -0.48 3.73
C 0.72 0.25 4.76
C 1.00 1.61 4.56
C 0.70 2.23 3.38
C 0.07 1.48 2.37
N -0.13 0.14 2.56
N -0.32 1.82 1.11
Si -0.38 3.52 0.46
C -2.08 3.93 -0.24
C 0.87 3.75 -0.91
C -0.09 4.78 1.81
H 0.51 -2.40 4.60
H -0.11 -2.46 2.95
H -1.18 -2.03 4.30
H 0.94 -0.23 5.70
H 1.46 2.17 5.36
H 0.95 3.27 3.23
H -2.18 3.71 -1.30
H -2.18 5.01 -0.15
H -2.91 3.49 0.32
H 0.76 3.03 -1.72
H 1.90 3.72 -0.55
H 0.71 4.74 -1.35
H -0.67 4.60 2.72
H -0.42 5.74 1.41
H 0.96 4.90 2.08
C -4.70 2.12 -2.45
C -4.28 1.11 -1.44
C -5.17 0.19 -0.89
C -4.73 -0.75 0.04
C -3.40 -0.73 0.37
Br -2.62 -1.90 1.63
N -2.51 0.12 -0.14
C -2.95 1.03 -1.02
H -5.78 2.21 -2.49
H -4.35 1.84 -3.45
H -4.28 3.10 -2.22
H -6.21 0.21 -1.18
H -5.41 -1.46 0.49
H -2.21 1.70 -1.40
```

* net charge: +2
* energy: -4343.7873 a.u.
* lowest unoccupied orbital energy (alpha / beta): -6.8 / -6.8 eV
* 2S+1: 3
* <S²>: 2.0203
* HOMO-LUMO gap (alpha / beta): 6.688 / 7.112 eV

=====

3.
Molecular formula: C32H50ClO2PTi
Method: DFT, wB97M-V/def2-TZVPD

```
87
Properties=species:S:1:pos:R:3
Ti 0.60 0.47 0.77
P 0.15 0.49 -1.94
Cl 2.74 1.71 0.38
C 0.03 2.24 0.98
H 0.21 2.13 2.10
H -1.06 1.95 1.05
C 1.43 -0.54 -2.90
C 0.12 2.25 -2.65
C 2.86 -0.03 -2.67
H 1.33 -1.51 -2.38
C 3.90 -1.06 -3.15
H 3.01 0.92 -3.21
H 3.02 0.21 -1.61
C 3.68 -1.48 -4.61
H 4.90 -0.64 -3.03
H 3.83 -1.94 -2.50
C 2.22 -1.85 -4.91
H 3.98 -0.66 -5.27
H 4.32 -2.33 -4.85
C 1.23 -0.79 -4.41
H 2.08 -1.99 -5.99
H 1.98 -2.81 -4.43
H 1.41 0.14 -4.96
H 0.21 -1.11 -4.65
C -1.50 -0.20 -2.65
C 0.71 2.42 -4.05
H -0.96 2.47 -2.70
C 0.52 3.85 -4.57
H 1.79 2.18 -4.03
H 0.25 1.73 -4.77
C 1.07 4.90 -3.60
H 1.01 3.95 -5.55
H -0.55 4.02 -4.73
C 0.54 4.70 -2.17
H 2.16 4.84 -3.59
H 0.80 5.90 -3.96
C 0.70 3.26 -1.67
H 1.06 5.39 -1.49
H -0.52 4.96 -2.15
H 1.77 3.05 -1.51
H 0.25 3.13 -0.67
C -1.55 -1.73 -2.73
H -2.19 0.13 -1.86
C -2.97 -2.23 -3.03
H -0.87 -2.10 -3.51
H -1.19 -2.19 -1.80
C -3.52 -1.63 -4.33
H -2.97 -3.32 -3.10
H -3.63 -1.95 -2.20
C -3.39 -0.10 -4.37
H -2.99 -2.06 -5.19
H -4.58 -1.90 -4.45
C -2.00 0.40 -3.98
H -3.64 0.27 -5.38
H -4.13 0.34 -3.69
H -1.29 0.15 -4.79
H -2.04 1.50 -3.94
C -0.59 -1.54 0.51
C -0.45 -1.01 1.73
H -1.40 -1.25 -0.17
C -1.66 -0.88 2.62
H 0.43 -0.98 2.35
C -1.70 -2.33 3.11
H -1.49 -0.13 3.42
H -2.55 -0.55 2.06
C -1.52 -3.38 1.95
H -0.84 -2.42 3.79
H -2.61 -2.50 3.68
C -0.52 -3.01 0.78
H -1.26 -4.35 2.40
H -2.51 -3.45 1.47
H 0.52 -3.20 1.14
H -0.67 -3.64 -0.10
O 3.00 -2.92 1.88
C 2.69 -1.71 2.11
O 2.24 -0.84 1.24
C 2.76 -1.26 3.56
C 2.69 0.10 3.89
C 2.53 0.50 5.22
C 2.51 -0.45 6.25
C 2.66 -1.81 5.93
C 2.79 -2.21 4.60
H 2.74 0.84 3.09
H 2.41 1.56 5.45
H 2.38 -0.14 7.28
H 2.67 -2.56 6.73
H 2.91 -3.26 4.34
```

* net charge: -1
* energy: -3050.7613 a.u.
* lowest unoccupied orbital energy (alpha / beta): 2.5 / 2.1 eV
* 2S+1: 2
* <S²>: 0.7582
* HOMO-LUMO gap (alpha / beta): 6.488 / 6.160 eV

=====

4.
Molecular formula: C32H50F6N4O4P2S3W
Method: DFT, wB97M-V/def2-TZVPD

```
102
Properties=species:S:1:pos:R:3
W 9.46 10.56 9.96
C 8.07 10.71 15.83
C 7.89 11.06 14.32
C 6.57 10.61 13.69
P 9.33 10.66 13.26
C 10.81 11.49 13.88
C 10.50 12.91 14.30
C 11.55 10.70 14.95
C 9.70 8.95 13.02
C 9.16 7.95 13.84
C 9.57 6.65 13.75
C 10.43 6.33 12.70
C 10.91 7.32 11.81
C 10.58 8.62 11.97
N 10.97 9.66 11.07
C 12.33 10.07 11.08
C 13.32 9.48 11.85
C 14.54 10.11 12.00
C 14.89 11.24 11.22
C 14.00 11.71 10.29
C 12.72 11.13 10.25
P 11.46 12.01 9.32
C 11.88 11.84 7.48
C 13.33 11.86 7.10
C 11.03 12.80 6.60
C 11.75 13.75 9.83
C 11.17 14.95 9.07
C 11.41 13.80 11.31
H 7.22 11.08 16.38
H 8.98 11.19 16.18
H 8.09 9.68 16.02
H 7.92 12.18 14.26
H 6.54 9.53 13.60
H 6.41 11.10 12.73
H 5.70 10.89 14.31
H 11.40 11.49 12.98
H 10.03 12.89 15.30
H 9.89 13.51 13.65
H 11.38 13.52 14.45
H 10.96 10.63 15.93
H 12.54 11.13 15.10
H 11.68 9.64 14.67
H 8.47 8.26 14.60
H 9.34 5.91 14.53
H 10.83 5.32 12.63
H 11.62 6.94 11.05
H 13.17 8.64 12.50
H 15.24 9.69 12.72
H 15.86 11.70 11.39
H 14.27 12.51 9.57
H 11.49 10.83 7.29
H 13.83 12.82 7.38
H 13.42 11.71 6.04
H 13.85 11.06 7.62
H 9.99 12.94 6.99
H 10.99 12.42 5.59
H 11.51 13.79 6.56
H 12.83 13.85 9.70
H 10.23 14.72 8.48
H 11.90 15.39 8.40
H 10.90 15.71 9.80
H 11.49 14.77 11.80
H 12.07 13.13 11.86
H 10.42 13.46 11.51
C 8.65 7.32 9.40
C 7.73 7.87 10.40
N 7.40 9.29 10.08
C 6.47 9.52 8.95
C 6.87 9.06 7.52
S 8.38 9.80 6.80
C 9.48 8.44 6.52
C 10.34 8.15 7.75
N 9.76 8.27 9.10
H 8.14 7.12 8.47
H 9.05 6.36 9.69
H 8.17 7.82 11.38
H 6.79 7.29 10.43
H 6.97 9.74 10.88
H 6.22 10.56 8.92
H 5.54 8.99 9.24
H 6.03 9.37 6.86
H 6.84 7.98 7.37
H 10.14 8.78 5.70
H 8.80 7.64 6.12
H 11.24 8.75 7.73
H 10.68 7.14 7.70
H 10.51 8.01 9.73
F 7.16 17.12 13.25
C 7.21 16.61 12.03
F 6.01 16.29 11.63
F 7.77 17.53 11.19
S 8.33 15.17 12.01
O 8.97 11.22 11.84
O 7.74 14.16 12.92
N 8.14 14.79 10.41
S 7.52 13.37 10.20
O 9.12 10.64 7.86
O 8.59 12.38 9.63
C 6.65 13.62 8.57
F 7.25 14.52 7.86
F 6.58 12.44 7.88
F 5.43 14.01 8.84
```

* net charge: +2
* energy: -4312.4174 a.u.
* lowest unoccupied orbital energy (alpha / beta): -5.0 / -5.7 eV
* 2S+1: 3
* <S²>: 2.0116
* HOMO-LUMO gap (alpha / beta): 7.954 / 7.447 eV

=====

5.
Molecular formula: C32H51AsI2N3O5SbSi3Ti
Method: DFT, wB97M-V/def2-TZVPD

```
99
Properties=species:S:1:pos:R:3
Ti 0.41 -0.40 0.67
O -1.69 2.60 2.11
C -0.83 1.85 1.77
O -0.94 0.52 1.71
C 0.57 2.27 1.24
O 0.80 3.36 0.81
O 1.37 1.22 1.22
O -1.03 1.15 -0.93
C -2.47 1.03 -1.00
C -2.89 0.28 -2.23
C -2.48 0.68 -3.50
C -2.88 -0.07 -4.59
C -3.67 -1.19 -4.38
C -4.05 -1.49 -3.08
N -3.66 -0.78 -2.03
H -0.81 2.08 -0.84
H -2.91 2.03 -0.99
H -2.82 0.50 -0.12
H -1.88 1.57 -3.62
H -2.58 0.21 -5.59
H -4.00 -1.81 -5.21
H -4.68 -2.35 -2.87
N 7.12 -2.09 3.35
C 6.06 -1.95 2.92
C 4.73 -1.77 2.41
C 3.66 -1.59 3.30
C 2.41 -1.41 2.79
N 2.16 -1.36 1.47
C 3.17 -1.59 0.63
C 4.48 -1.81 1.06
H 3.82 -1.60 4.37
H 1.57 -1.28 3.45
H 2.95 -1.62 -0.42
H 5.25 -2.02 0.33
C 1.22 1.95 -2.67
As 1.86 0.47 -1.58
C 3.54 1.28 -1.07
C 2.34 -0.84 -2.97
C 3.59 -0.47 -3.70
C 4.81 -1.01 -3.30
C 5.99 -0.64 -3.93
C 5.97 0.28 -4.98
C 4.76 0.80 -5.40
C 3.58 0.43 -4.77
H 2.00 2.20 -3.38
H 1.03 2.81 -2.02
H 0.31 1.66 -3.19
H 4.10 1.57 -1.96
H 4.15 0.59 -0.48
H 3.30 2.15 -0.46
H 1.47 -0.90 -3.63
H 2.45 -1.82 -2.50
H 4.82 -1.76 -2.51
H 6.93 -1.07 -3.61
H 6.89 0.57 -5.47
H 4.73 1.50 -6.23
H 2.63 0.83 -5.12
C -4.31 -1.00 1.82
Si -3.39 -2.63 1.88
C -4.00 -3.67 3.32
C -3.55 -3.54 0.26
Sb -0.89 -2.28 2.41
Si -1.09 -1.05 4.70
C -1.09 -2.25 6.14
C -2.70 -0.09 4.68
C 0.33 0.16 4.93
Si 0.02 -4.70 2.65
C 1.88 -4.69 2.65
C -0.60 -5.71 1.21
C -0.66 -5.41 4.26
H -5.00 -1.00 0.98
H -3.63 -0.15 1.71
H -4.88 -0.83 2.74
H -5.09 -3.75 3.29
H -3.72 -3.22 4.28
H -3.58 -4.68 3.29
H -4.57 -3.95 0.16
H -2.84 -4.36 0.16
H -3.38 -2.83 -0.55
H -1.95 -2.91 6.13
H -1.12 -1.67 7.07
H -0.18 -2.86 6.17
H -3.56 -0.76 4.69
H -2.76 0.56 3.81
H -2.75 0.54 5.57
H 1.24 -0.32 5.29
H 0.03 0.89 5.69
H 0.56 0.71 4.02
H 2.28 -4.22 1.75
H 2.22 -5.73 2.63
H 2.30 -4.21 3.54
H -0.34 -5.26 0.26
H -1.68 -5.88 1.25
H -0.11 -6.69 1.26
H -0.71 -4.68 5.06
H 0.00 -6.23 4.59
H -1.66 -5.83 4.10
I -0.26 -2.31 -1.03
I 3.34 -4.33 -1.20
```

* net charge: 0
* energy: -6580.0294 a.u.
* lowest unoccupied orbital energy (alpha / beta): -1.6 / -1.6 eV
* HOMO-LUMO gap (alpha / beta): 5.433 / 5.433 eV

=====

Copy entry 3 word for word.
Molecular formula: C32H50ClO2PTi
Method: DFT, wB97M-V/def2-TZVPD

```
87
Properties=species:S:1:pos:R:3
Ti 0.60 0.47 0.77
P 0.15 0.49 -1.94
Cl 2.74 1.71 0.38
C 0.03 2.24 0.98
H 0.21 2.13 2.10
H -1.06 1.95 1.05
C 1.43 -0.54 -2.90
C 0.12 2.25 -2.65
C 2.86 -0.03 -2.67
H 1.33 -1.51 -2.38
C 3.90 -1.06 -3.15
H 3.01 0.92 -3.21
H 3.02 0.21 -1.61
C 3.68 -1.48 -4.61
H 4.90 -0.64 -3.03
H 3.83 -1.94 -2.50
C 2.22 -1.85 -4.91
H 3.98 -0.66 -5.27
H 4.32 -2.33 -4.85
C 1.23 -0.79 -4.41
H 2.08 -1.99 -5.99
H 1.98 -2.81 -4.43
H 1.41 0.14 -4.96
H 0.21 -1.11 -4.65
C -1.50 -0.20 -2.65
C 0.71 2.42 -4.05
H -0.96 2.47 -2.70
C 0.52 3.85 -4.57
H 1.79 2.18 -4.03
H 0.25 1.73 -4.77
C 1.07 4.90 -3.60
H 1.01 3.95 -5.55
H -0.55 4.02 -4.73
C 0.54 4.70 -2.17
H 2.16 4.84 -3.59
H 0.80 5.90 -3.96
C 0.70 3.26 -1.67
H 1.06 5.39 -1.49
H -0.52 4.96 -2.15
H 1.77 3.05 -1.51
H 0.25 3.13 -0.67
C -1.55 -1.73 -2.73
H -2.19 0.13 -1.86
C -2.97 -2.23 -3.03
H -0.87 -2.10 -3.51
H -1.19 -2.19 -1.80
C -3.52 -1.63 -4.33
H -2.97 -3.32 -3.10
H -3.63 -1.95 -2.20
C -3.39 -0.10 -4.37
H -2.99 -2.06 -5.19
H -4.58 -1.90 -4.45
C -2.00 0.40 -3.98
H -3.64 0.27 -5.38
H -4.13 0.34 -3.69
H -1.29 0.15 -4.79
H -2.04 1.50 -3.94
C -0.59 -1.54 0.51
C -0.45 -1.01 1.73
H -1.40 -1.25 -0.17
C -1.66 -0.88 2.62
H 0.43 -0.98 2.35
C -1.70 -2.33 3.11
H -1.49 -0.13 3.42
H -2.55 -0.55 2.06
C -1.52 -3.38 1.95
H -0.84 -2.42 3.79
H -2.61 -2.50 3.68
C -0.52 -3.01 0.78
H -1.26 -4.35 2.40
H -2.51 -3.45 1.47
H 0.52 -3.20 1.14
H -0.67 -3.64 -0.10
O 3.00 -2.92 1.88
C 2.69 -1.71 2.11
O 2.24 -0.84 1.24
C 2.76 -1.26 3.56
C 2.69 0.10 3.89
C 2.53 0.50 5.22
C 2.51 -0.45 6.25
C 2.66 -1.81 5.93
C 2.79 -2.21 4.60
H 2.74 0.84 3.09
H 2.41 1.56 5.45
H 2.38 -0.14 7.28
H 2.67 -2.56 6.73
H 2.91 -3.26 4.34
```

* net charge: -1
* energy: -3050.7613 a.u.
* lowest unoccupied orbital energy (alpha / beta): 2.5 / 2.1 eV
* 2S+1: 2
* <S²>: 0.7582
* HOMO-LUMO gap (alpha / beta): 6.488 / 6.160 eV